Entry 1:
The following is a DFT calculation (the ωB97M-V functional and the def2-TZVPD basis) of a structure of composition C41H54AsN4O5RuS2Si2.

Properties
LUMO level (alpha / beta) = -0.644 / -1.149 eV
frontier orbital gap (alpha / beta) = 6.5 / 6.0 eV
total charge = 0
E_HOMO (alpha / beta) = -7.141 / -7.111 eV
2S+1 = 2

Geometry as XYZ:
```
110
C41H54AsN4O5RuS2Si2 (the ωB97M-V functional and the def2-TZVPD basis)
C 3.227 3.805 1.444
H -6.342 -1.633 1.008
H 4.858 1.536 -0.479
H 5.192 -2.678 -1.653
O -1.156 1.343 -0.008
H 1.765 0.446 1.531
C 0.515 1.494 4.558
C -2.810 -4.819 1.669
C -0.938 -1.715 -2.855
H -2.715 -0.561 5.004
C -1.051 1.929 1.133
C 4.858 2.769 -4.128
C -0.449 -4.751 -0.214
C 2.533 1.129 -1.718
H -2.860 -5.897 1.494
C 2.480 -2.239 -2.581
C -4.388 -0.522 -1.461
H -2.117 1.455 -4.580
H -4.276 -1.425 -2.068
H -3.668 0.217 -1.812
As -1.897 -1.654 0.586
H 3.836 -4.623 1.466
H -5.126 -2.381 2.040
C 1.532 5.048 2.591
H -3.569 1.481 1.072
H -2.168 -4.647 2.534
C -2.511 -0.738 -6.156
H 1.422 2.074 4.442
H -1.312 -0.023 6.973
H -2.057 0.226 2.769
H -4.238 -3.886 -1.181
H 2.821 2.105 -4.195
C 1.132 2.743 2.004
H 10.537 1.820 -4.601
C -0.268 1.199 3.451
C 3.694 1.749 -2.271
H -4.239 0.549 2.412
H -5.304 1.122 1.129
O 0.807 0.339 1.529
N 3.147 -2.244 -1.289
C -1.470 -1.827 -4.122
H 2.657 -1.295 -3.096
H 0.758 1.298 6.677
C 0.178 1.556 2.041
Ru 0.000 -0.318 -0.341
N -0.839 -0.546 -2.213
H 4.199 3.749 0.973
H 4.390 -3.981 -0.082
C 4.857 1.891 -1.502
C 2.395 2.690 1.428
H 3.053 -2.527 3.056
C 0.141 1.055 5.821
C -1.018 0.314 5.987
H 5.059 -3.340 1.430
H 4.671 -1.014 -1.973
C -1.433 0.454 3.625
C 9.758 2.459 -5.014
H -5.391 -0.119 -1.628
C -5.354 -2.100 1.010
Si -4.102 -0.857 0.365
H 0.253 -4.600 0.606
H 9.645 2.223 -6.074
H 1.617 -1.886 2.228
H 1.816 -3.632 2.424
C -1.919 -0.677 -4.778
C 8.453 2.150 -4.324
C 2.802 4.984 2.028
C -4.306 0.722 1.335
C 4.154 -3.715 0.945
H 3.447 5.853 2.035
H -1.151 1.485 -2.278
H -2.821 -3.800 -2.225
C 0.705 3.942 2.579
H 0.019 -4.358 -1.117
H -0.586 -2.585 -2.313
S -2.421 0.512 -7.220
C 2.346 -2.691 2.241
S 7.463 3.616 -4.048
C 4.548 -1.867 -1.302
C -1.253 0.567 -2.839
H 6.887 2.570 -1.429
H -3.810 -4.470 1.919
H 4.865 -1.569 -0.305
C 6.003 2.901 -3.352
H -3.297 -5.345 -1.515
C 3.714 2.205 -3.592
H -0.604 -5.826 -0.347
H -5.414 -3.012 0.413
H 2.853 -3.066 -3.192
C 1.540 0.597 -1.253
H -3.365 -2.567 -5.736
H 1.410 -2.345 -2.437
N 3.082 -2.735 0.987
H 4.866 3.106 -5.156
C 5.995 2.467 -2.033
C 2.421 -2.355 -0.150
O 1.197 -2.137 -0.106
O -1.820 2.779 1.553
C -3.226 -4.270 -1.328
O 8.112 1.044 -4.008
Si -2.109 -3.957 0.157
H -3.560 -1.989 -7.348
H -1.490 -2.802 -4.592
N -3.092 -1.923 -6.461
H 2.740 1.812 0.889
H 1.183 5.969 3.040
H -0.287 3.994 3.005
H 10.036 3.507 -4.918
C -1.805 0.013 4.883
C -1.792 0.539 -4.109
```

***

Entry 2:
The following is a DFT calculation (the ωB97M-V functional and the def2-TZVPD basis) of a structure of composition C41H54BN3ORbS.

Properties
LUMO level = 2.161 eV
frontier orbital gap = 5.2 eV
total charge = -1
E_HOMO = -3.049 eV
2S+1 = 1

Geometry as XYZ:
```
102
C41H54BN3ORbS (the ωB97M-V functional and the def2-TZVPD basis)
H -0.717 -2.565 3.227
C 1.486 -1.812 4.274
H -3.740 2.305 -2.318
H -1.458 -2.953 0.921
C -1.300 -3.698 0.141
H 6.311 -0.782 -0.248
H 3.723 0.027 2.333
S -3.860 3.209 2.320
C -4.043 4.435 -2.029
H 3.263 -1.865 -2.382
H 2.315 0.806 3.947
C 1.074 3.335 -0.033
C 0.291 1.567 -2.673
H -2.237 1.784 -4.927
H 6.102 -2.341 0.560
H 0.714 1.532 3.778
C -0.847 -0.787 -5.160
H 5.081 -1.066 2.621
C 1.280 0.605 3.661
C 4.633 -0.381 1.896
C 0.695 -0.530 4.511
H 3.876 -0.349 -0.093
C -0.790 -0.666 4.233
H -2.648 -0.269 -2.229
C -0.044 -3.368 -0.658
C 3.317 -2.202 0.759
H 1.048 -4.101 -2.386
B 0.835 -0.104 -0.752
C 1.495 -4.278 1.123
H -2.700 -1.680 -3.304
H -3.626 1.185 4.569
C -3.971 3.675 0.681
C 0.177 -4.376 -1.788
H -5.326 0.325 3.041
C 2.680 -4.265 1.843
C -1.205 3.452 -4.075
Rb -1.685 0.724 1.252
H 1.772 3.828 0.651
H 2.338 0.241 -3.794
C -2.999 0.340 4.314
C -4.995 -0.703 3.190
H -3.105 -2.611 2.692
H 5.397 -2.075 -1.037
N 1.830 -1.191 -0.887
H -1.245 1.218 5.157
H 1.607 4.556 -1.692
H -0.043 4.915 -3.029
H -0.194 -2.383 -1.101
C -4.155 5.017 0.281
C -0.226 3.857 -3.182
C -1.649 0.364 4.622
H 4.514 -3.230 2.211
H 5.335 0.441 1.736
C 4.325 -1.084 0.575
C -2.487 -0.608 -3.253
N -3.866 2.756 -0.340
H -0.693 -4.410 -2.449
H -1.782 4.188 -4.621
C -1.344 -1.743 3.550
C 2.977 2.937 -1.644
C 1.197 -3.274 0.208
C 0.538 2.937 -2.471
C -4.192 5.405 -1.034
C 1.555 3.482 -1.480
H -1.247 -4.683 0.613
H -1.044 -1.858 -5.245
H -5.140 -1.237 2.251
H -2.176 -3.693 -0.513
C 2.047 -0.094 -2.810
H 1.465 -2.099 3.220
H 0.798 -5.098 1.259
H 1.006 2.276 0.229
H 2.534 -1.662 4.540
C 3.586 -3.237 1.650
H 3.677 3.573 -1.094
H -5.632 -1.171 3.944
H -3.215 -0.097 -3.890
H 1.099 -2.646 4.864
C -3.884 3.133 -1.642
H 3.282 2.927 -2.692
H -4.251 5.739 1.080
H 1.276 0.328 2.600
H -0.378 -0.889 -3.082
N 1.088 0.571 -2.046
C -0.727 1.147 -3.544
C -3.548 -0.724 3.602
H 0.179 -0.602 -5.485
H 2.898 -5.059 2.548
O -3.721 1.480 -0.090
H 0.090 3.792 0.095
C 2.501 -1.151 -2.111
H 3.064 1.923 -1.258
H -4.032 4.681 -3.081
C -1.058 -0.323 -3.718
C -2.703 -1.768 3.245
C 5.608 -1.602 -0.077
C -1.455 2.104 -4.246
H -1.519 -0.270 -5.850
H 0.342 -5.382 -1.390
H -4.324 6.448 -1.292
H 0.793 -0.251 5.567
C 2.112 -2.222 0.040
```

***

Entry 3:
The following is a DFT calculation (the ωB97M-V functional and the def2-TZVPD basis) of a structure of composition C41H54ClN6O3PSTa.

Properties
LUMO level = -9.282 eV
frontier orbital gap = 6.9 eV
total charge = +3
E_HOMO = -16.195 eV
2S+1 = 1

Geometry as XYZ:
```
108
C41H54ClN6O3PSTa (the ωB97M-V functional and the def2-TZVPD basis)
H -2.817 0.938 0.188
C 2.156 1.073 -2.427
C -1.867 -2.160 1.356
H 0.284 0.659 -3.382
H 6.198 -0.900 1.659
C 2.760 2.331 -3.066
N -1.435 1.528 2.153
H 6.201 -1.341 -0.040
O 0.887 -1.664 1.861
H 0.926 -1.474 4.320
H -4.622 -4.100 1.101
H 2.996 -3.797 -1.258
C 1.002 -4.316 -1.929
H -3.068 1.834 3.434
C -0.011 -2.224 -2.917
H 5.002 -2.051 1.044
C -3.191 -2.513 1.117
O -1.468 -0.901 1.164
H -1.100 5.382 1.036
H 1.109 -3.624 2.170
H -0.299 -2.245 -0.789
C -2.591 -0.279 5.156
H -0.659 -5.256 2.195
C -0.953 -3.156 1.751
C -0.372 3.392 1.116
C -0.661 -1.557 5.762
H 4.003 -0.223 -0.403
H 0.519 3.135 -1.659
H 2.534 0.936 -1.409
C 0.322 -1.692 -1.506
H 0.501 4.301 -3.699
C 3.672 0.322 1.597
H 1.112 6.265 0.179
N 2.385 0.365 1.543
C 1.989 4.299 0.183
C -2.525 1.009 2.973
C -3.140 1.238 -3.604
H -0.213 2.977 -4.589
H 1.839 1.909 -4.953
C 0.102 2.567 -2.489
C -2.023 0.037 -1.610
C -1.950 -1.117 6.050
H 2.411 -1.662 -2.007
C 1.787 -2.011 -1.184
C 4.604 0.013 0.475
H 0.252 -1.487 -3.679
C -4.310 1.012 -1.363
Ta 0.009 0.292 1.555
C -2.380 0.000 -3.128
P -0.204 0.056 -1.195
C 1.920 2.756 -4.267
C -0.073 -1.155 4.584
C -1.373 -4.496 1.902
H 1.809 -3.826 0.019
C -1.603 2.856 1.749
C -0.252 4.738 0.846
H 0.182 -4.124 -3.928
C 1.964 -3.532 -1.024
H -3.348 1.131 -4.668
H 0.049 -4.491 -1.417
C 0.613 1.122 -2.447
H -2.507 2.123 -3.515
H -2.479 2.115 -1.071
H -3.012 -0.876 -3.293
H -1.508 -0.153 -3.759
H -5.256 0.890 -3.301
H 2.534 2.235 0.219
H 3.791 2.132 -3.360
H -1.085 -2.395 -2.997
H 2.795 3.152 -2.342
H 1.707 -3.311 -3.687
H -3.585 0.099 5.353
C 2.627 0.918 3.714
H 2.965 1.476 5.649
H 1.413 -5.299 -2.151
C -1.932 0.092 3.995
H -4.728 2.499 -2.880
O -2.596 3.500 1.934
H 1.308 1.439 5.170
C 0.402 -2.823 1.936
H -4.957 1.615 -0.725
H -0.980 2.611 -2.381
C 0.749 -3.532 -3.211
H -2.440 -1.417 6.967
H -3.897 -1.757 0.797
H 2.958 4.611 -0.182
H 2.128 -1.495 -0.285
S 4.264 0.698 3.197
C -2.685 -4.827 1.676
C 1.765 2.956 0.433
N 2.275 1.269 4.944
H 2.416 3.549 -4.824
H 5.179 0.915 0.248
Cl -3.230 -6.439 1.860
H -3.237 0.457 2.349
C -2.860 1.106 -0.885
H -0.124 -2.204 6.441
N 0.603 2.489 0.916
C 5.555 -1.141 0.812
C -4.446 1.447 -2.829
C 0.521 3.217 -3.817
H -2.319 -0.925 -1.180
N -0.697 -0.348 3.707
H -4.639 -0.026 -1.246
N 1.784 0.671 2.732
H 2.488 0.202 -2.995
C -3.590 -3.826 1.282
C 0.966 5.212 0.380
```

***

Entry 4:
The following is a DFT calculation (the ωB97M-V functional and the def2-TZVPD basis) of a cluster of 4 separate species, C41H54F3N4O3 in total in a non-equilibrium geometry.

Properties
LUMO level = -3.087 eV
frontier orbital gap = 7.7 eV
total charge = +1
E_HOMO = -10.803 eV
2S+1 = 1

Geometry as XYZ:
```
105
C41H54F3N4O3 (the ωB97M-V functional and the def2-TZVPD basis)
C 2.749 -0.380 -3.558
H -9.698 -1.965 0.200
H -0.997 -0.706 0.325
H 4.482 2.641 -0.241
C 1.326 -3.169 -0.581
H -1.292 0.864 1.009
C 3.403 2.795 -0.152
C -9.655 1.449 -1.601
C -10.702 -0.090 -0.078
H 3.823 -3.657 1.748
C -0.527 0.250 0.528
O 0.238 1.918 -5.812
C 6.756 1.060 2.465
H -5.421 -1.804 0.665
H -0.999 0.375 -3.728
C -4.187 1.441 -1.512
C -4.215 -0.875 -0.883
C 2.855 2.965 -1.570
C 1.158 -1.023 -1.753
C 8.583 2.538 1.959
C -2.959 1.266 -2.131
H 2.247 4.127 0.903
C -10.688 1.136 -0.729
C 2.266 1.079 -3.321
H -1.442 -0.551 6.683
C -0.945 -3.825 7.385
H -2.489 2.112 -2.624
C 0.615 0.143 1.527
H -4.663 2.413 -1.519
C -4.896 -2.065 -0.250
H -0.965 -1.250 -3.097
H -5.792 0.535 -0.427
H -1.962 -2.238 8.410
C -0.354 -1.926 5.446
H 1.982 -3.653 -1.326
H -1.178 -4.565 8.140
H -7.855 -1.408 -1.349
F 0.291 -0.685 2.582
C 2.260 3.149 -4.734
H 0.143 -5.201 6.153
N 3.213 4.016 0.621
H -5.653 -2.435 -0.950
F 1.408 3.723 -3.902
H -11.507 -0.332 0.603
H -0.166 -2.560 -1.805
C -8.634 0.535 -1.821
C -2.978 -1.031 -1.496
O 2.969 3.768 -5.442
C 0.092 -3.232 5.300
H 5.946 4.270 3.186
C -9.684 -1.006 -0.303
H -9.646 2.404 -2.110
H -11.485 1.849 -0.557
H 3.676 -0.594 -3.032
H 1.515 -2.584 1.465
C 6.534 3.425 2.851
H 0.801 1.140 1.939
H -2.531 -2.021 -1.488
C -1.388 -2.518 7.536
C 3.337 1.805 -2.473
N 2.280 1.698 -4.703
H 1.551 -0.180 1.064
H 4.102 2.196 -3.148
H 0.674 -3.510 4.430
H 3.804 3.989 1.442
H 3.861 1.086 -1.839
H -0.724 1.805 -0.982
H 0.644 -3.950 -0.242
C -8.649 -0.693 -1.173
C 6.000 2.144 2.892
H 2.984 1.893 0.325
C 1.163 1.274 -5.468
C 8.047 1.258 1.996
H 8.638 0.414 1.664
H 1.033 -1.512 -3.837
H 6.340 0.061 2.502
C 7.828 3.621 2.387
F 1.248 -0.034 -5.794
H 2.244 -2.295 -3.052
C 2.175 -2.759 0.616
C -1.094 -1.569 6.566
H 0.895 1.512 -0.443
C -0.038 1.005 -0.717
C -0.204 -4.182 6.268
H 3.277 3.902 -1.935
H 1.775 3.094 -1.576
C 0.293 0.224 -1.995
H 3.614 -4.309 0.102
H 8.248 4.618 2.361
H 2.501 -4.775 1.356
C 3.097 -3.937 0.991
N 0.471 -2.111 -1.159
H -7.826 0.779 -2.500
O 0.955 1.198 -2.852
H 9.592 2.692 1.599
C -4.823 0.377 -0.885
C -2.328 0.031 -2.124
H 2.961 -0.558 -4.606
C -0.997 -0.198 -2.799
H -4.193 -2.882 -0.099
H 2.032 -0.757 -1.154
N 1.749 -1.404 -3.113
H 4.992 1.989 3.260
H 2.819 -1.902 0.416
H -0.125 -1.188 4.690
```

***

no.,DFT total energy (eV)
1,-160440.0363
2,-62081.1519
3,-92656.7560
4,-63641.8713